P) Here is 7 unconnected molecules or ions with the total composition C21H42F3NO16 from the Open Molecules 2025 dataset. Energies are from the ωB97M-V functional and the def2-TZVPD basis.

Each atom is followed by the atoms it is bonded to, with distances in Å.
Geometry (Å):
1 N 0.7285 -1.6704 -2.8709  H2 1.081, H3 1.000, H4 1.049, H5 1.005
2 H 1.7725 -1.4874 -2.6599  N1 1.081
3 H 0.0925 -1.0514 -2.4099  N1 1.000
4 H 0.4325 -2.6284 -2.5639  N1 1.049
5 H 0.8215 -1.8124 -3.8619  N1 1.005
6 O -1.4285 -2.0384 -0.4989  H7 0.962
7 H -1.9725 -1.9994 0.2931  O6 0.962
8 C -4.1015 -5.2644 -0.1839  C9 1.513, O13 1.566, H15 1.034, H16 0.983
9 C -3.8545 -4.3494 0.9951  C8 1.513, O10 1.386, F14 1.339, H17 1.082
10 O -3.4605 -5.0974 2.0931  C9 1.386, C11 1.362
11 C -3.4025 -6.4044 1.7131  O10 1.362, O12 1.267, O13 1.358
12 O -3.1485 -7.3704 2.4921  C11 1.267
13 O -3.8075 -6.6684 0.4441  C8 1.566, C11 1.358
14 F -4.7175 -3.3324 1.1111  C9 1.339
15 H -3.5315 -5.1434 -1.0379  C8 1.034
16 H -5.0405 -5.4664 -0.3949  C8 0.983
17 H -2.8765 -4.0574 0.6361  C9 1.082
18 C -0.5275 2.1986 1.2121  C19 1.588, O23 1.329, H25 1.102, H26 1.296
19 C -1.4245 1.4046 0.1691  C18 1.588, O20 1.489, F24 1.290, H27 1.177
20 O -0.8955 2.1206 -1.0249  C19 1.489, C21 1.287
21 C -0.1425 3.1156 -0.7079  O20 1.287, O22 1.275, O23 1.325
22 O 0.4405 3.8766 -1.5489  C21 1.275
23 O -0.0025 3.2566 0.6021  C18 1.329, C21 1.325
24 F -2.6305 1.6556 0.5521  C19 1.290
25 H 0.4515 1.7126 1.3531  C18 1.102
26 H -1.1665 2.4876 2.3021  C18 1.296
27 H -1.0385 0.3136 -0.0459  C19 1.177
28 C -4.5295 -1.2564 -1.6499  C29 1.573, O33 1.482, H35 1.030, H36 1.167
29 C -4.0645 -2.1454 -2.8619  C28 1.573, O30 1.333, F34 1.377, H37 1.313
30 O -4.5605 -1.5664 -3.9559  C29 1.333, C31 1.304
31 C -5.2655 -0.4994 -3.6989  O30 1.304, O32 1.172, O33 1.369
32 O -5.8245 0.1696 -4.4829  C31 1.172
33 O -5.3925 -0.2784 -2.3539  C28 1.482, C31 1.369
34 F -4.5475 -3.4304 -2.7509  C29 1.377
35 H -3.7585 -0.6894 -1.2699  C28 1.030
36 H -5.0465 -1.8834 -0.8129  C28 1.167
37 H -2.7535 -2.1674 -2.9249  C29 1.313
38 C 2.3915 0.8026 -5.6429  O39 1.449, H47 1.161, H48 1.096, H49 1.138
39 O 2.8155 0.8036 -4.2569  C38 1.449, C40 1.452
40 C 2.2595 1.8466 -3.4129  O39 1.452, C41 1.494, H50 1.077, H51 0.987
41 C 3.1115 1.7716 -2.1879  C40 1.494, O42 1.246, H52 1.179, H53 1.215
42 O 2.7715 0.8166 -1.4639  C41 1.246, C43 1.433
43 C 3.4765 0.6606 -0.2259  O42 1.433, C44 1.588, H54 1.053, H55 1.143
44 C 2.6805 -0.4264 0.6141  C43 1.588, O45 1.328, H56 1.008, H57 1.127
45 O 2.3785 -1.4854 -0.1279  C44 1.328, C46 1.398
46 C 1.7615 -2.5404 0.5501  O45 1.398, H58 1.064, H59 1.164, H60 1.050
47 H 2.6505 1.8046 -6.1699  C38 1.161
48 H 1.3025 0.7936 -5.7669  C38 1.096
49 H 2.7385 -0.1464 -6.1659  C38 1.138
50 H 1.2175 1.7356 -3.1639  C40 1.077
51 H 2.5385 2.6266 -3.9499  C40 0.987
52 H 2.9805 2.8336 -1.6929  C41 1.179
53 H 4.2835 1.8346 -2.5029  C41 1.215
54 H 3.4055 1.5886 0.2671  C43 1.053
55 H 4.5965 0.5426 -0.4229  C43 1.143
56 H 1.8685 -0.0394 1.0681  C44 1.008
57 H 3.2545 -0.7614 1.5241  C44 1.127
58 H 2.3655 -2.8964 1.3501  C46 1.064
59 H 1.5785 -3.5254 -0.0429  C46 1.164
60 H 0.9245 -2.1094 1.0161  C46 1.050
61 C 1.9165 5.8796 1.7321  O62 1.412, H70 1.207, H71 1.114, H72 1.160
62 O 1.8545 4.7856 2.6231  C61 1.412, C63 1.339
63 C 2.7815 3.8936 2.2531  O62 1.339, C64 1.596, H73 1.159, H74 1.052
64 C 2.8165 2.7676 3.3831  C63 1.596, O65 1.276, H75 1.112, H76 1.157
65 O 1.7625 2.0506 3.3361  C64 1.276, C66 1.409
66 C 1.5905 1.2086 4.4521  O65 1.409, C67 1.445, H77 0.936, H78 1.104
67 C 0.8105 0.0816 3.9941  C66 1.445, O68 1.380, H79 1.198, H80 1.127
68 O -0.4635 0.4786 3.6411  C67 1.380, C69 1.448
69 C -1.4085 -0.5384 3.2291  O68 1.448, H81 1.197, H82 1.153, H83 1.044
70 H 3.0195 6.3676 1.6871  C61 1.207
71 H 1.0965 6.5766 2.0211  C61 1.114
72 H 1.9285 5.5396 0.6231  C61 1.160
73 H 3.9015 4.1356 2.0801  C63 1.159
74 H 2.3445 3.3236 1.4841  C63 1.052
75 H 2.8175 3.3536 4.3281  C64 1.112
76 H 3.7605 2.1226 3.2031  C64 1.157
77 H 1.2325 1.6106 5.2181  C66 0.936
78 H 2.5295 0.7636 4.8241  C66 1.104
79 H 0.4685 -0.7544 4.7811  C67 1.198
80 H 1.1365 -0.5574 3.1251  C67 1.127
81 H -2.3575 0.1536 3.0001  C69 1.197
82 H -1.6575 -1.3274 4.0321  C69 1.153
83 H -1.0615 -1.0004 2.3601  C69 1.044

Its net charge is 0. The calculation puts the molar mass at 621.552 g mol⁻¹. The HOMO-LUMO gap is 7.4 eV. The LUMO energy comes out at -0.8 eV.

***

Q) Here is 7 unconnected molecules or ions with the total composition C21H42F3NO16 from the Open Molecules 2025 dataset. Energies are from the ωB97M-V functional and the def2-TZVPD basis.

Each atom is followed by the atoms it is bonded to, with distances in Å.
Geometry (Å):
1 N -0.3851 -0.2622 0.3100  H2 1.036, H3 0.932, H4 0.971, H5 1.035
2 H -0.5331 0.5588 -0.3040  N1 1.036
3 H 0.3469 -0.6182 -0.1440  N1 0.932
4 H -1.1371 -0.8532 0.4760  N1 0.971
5 H -0.1541 -0.0022 1.2850  N1 1.035
6 O -0.3441 2.5998 1.5210  H7 0.991
7 H -0.3241 3.0928 2.3810  O6 0.991
8 C -0.9861 -5.1302 -0.0980  C9 1.687, O13 1.371, H15 1.165, H16 0.978
9 C -0.0221 -4.3812 -1.2620  C8 1.687, O10 1.402, F14 1.358, H17 1.065
10 O 1.1779 -4.9062 -0.7620  C9 1.402, C11 1.219
11 C 1.0929 -5.7052 0.1550  O10 1.219, O12 1.264, O13 1.325
12 O 2.0699 -6.2342 0.7570  C11 1.264
13 O -0.1341 -5.9592 0.5850  C8 1.371, C11 1.325
14 F -0.2061 -3.0542 -1.0400  C9 1.358
15 H -1.9611 -5.5932 -0.5370  C8 1.165
16 H -1.4861 -4.4992 0.4580  C8 0.978
17 H -0.5271 -4.5542 -2.1830  C9 1.065
18 C -2.4021 3.5548 -1.0490  C19 1.493, O23 1.437, H25 1.143, H26 1.103
19 C -1.7811 4.7738 -0.4500  C18 1.493, O20 1.406, F24 1.375, H27 1.052
20 O -2.8971 5.4088 0.1220  C19 1.406, C21 1.321
21 C -4.0541 4.8138 -0.1060  O20 1.321, O22 1.200, O23 1.332
22 O -5.1561 5.1088 0.2650  C21 1.200
23 O -3.8141 3.7338 -0.8480  C18 1.437, C21 1.332
24 F -1.2861 5.6208 -1.4140  C19 1.375
25 H -2.0151 2.6578 -0.4560  C18 1.143
26 H -2.1841 3.3868 -2.1170  C18 1.103
27 H -0.9871 4.7138 0.2370  C19 1.052
28 C 1.9969 4.3308 0.0510  C29 1.519, O33 1.362, H35 1.173, H36 0.955
29 C 1.7249 3.1178 -0.8220  C28 1.519, O30 1.412, F34 1.402, H37 0.998
30 O 3.0459 2.8568 -1.2480  C29 1.412, C31 1.331
31 C 3.9119 3.4298 -0.4160  O30 1.331, O32 1.261, O33 1.292
32 O 5.1519 3.2248 -0.5190  C31 1.261
33 O 3.2759 4.1228 0.4700  C28 1.362, C31 1.292
34 F 0.7959 3.2038 -1.8680  C29 1.402
35 H 1.4239 4.6808 1.0130  C28 1.173
36 H 2.0109 5.2368 -0.2520  C28 0.955
37 H 1.5539 2.3018 -0.2740  C29 0.998
38 C 0.3399 -3.1732 2.7820  O39 1.484, H47 1.123, H48 1.062, H49 1.224
39 O 1.0609 -1.9082 2.4950  C38 1.484, C40 1.380
40 C 1.8489 -1.4142 3.5140  O39 1.380, C41 1.505, H50 1.008, H51 1.026
41 C 2.6389 -0.2932 2.8950  C40 1.505, O42 1.270, H52 1.072, H53 1.068
42 O 2.9999 -0.6722 1.7380  C41 1.270, C43 1.347
43 C 3.7509 0.1718 1.0050  O42 1.347, C44 1.601, H54 1.037, H55 1.172
44 C 4.1769 -0.2432 -0.4810  C43 1.601, O45 1.456, H56 1.038, H57 1.202
45 O 3.0299 -0.7802 -1.1990  C44 1.456, C46 1.413
46 C 3.3659 -1.5332 -2.3470  O45 1.413, H58 0.997, H59 1.074, H60 0.992
47 H -0.1861 -3.4792 1.8380  C38 1.123
48 H -0.2901 -2.8942 3.5900  C38 1.062
49 H 1.0449 -4.0582 3.2490  C38 1.224
50 H 2.5849 -2.0282 3.8260  C40 1.008
51 H 1.3179 -1.0332 4.3050  C40 1.026
52 H 3.4539 -0.1022 3.5640  C41 1.072
53 H 2.1049 0.6308 2.9410  C41 1.068
54 H 4.6979 0.1498 1.4270  C43 1.037
55 H 3.3029 1.2508 1.1000  C43 1.172
56 H 4.8799 -1.0052 -0.4220  C44 1.038
57 H 4.5789 0.6778 -1.1400  C44 1.202
58 H 3.7729 -1.0212 -3.1000  C46 0.997
59 H 2.4179 -1.9832 -2.5760  C46 1.074
60 H 4.2019 -2.0172 -2.1220  C46 0.992
61 C 0.5559 0.0818 -3.4030  O62 1.429, H70 1.078, H71 1.195, H72 1.184
62 O -0.6451 0.5378 -2.7760  C61 1.429, C63 1.433
63 C -1.8371 -0.2082 -3.0520  O62 1.433, C64 1.456, H73 0.940, H74 1.086
64 C -3.0501 0.0948 -2.3050  C63 1.456, O65 1.222, H75 1.172, H76 1.131
65 O -2.9911 -0.1812 -1.1160  C64 1.222, C66 1.392
66 C -4.1621 -0.1062 -0.3680  O65 1.392, C67 1.597, H77 1.118, H78 1.108
67 C -3.8091 -0.2762 1.1800  C66 1.597, O68 1.328, H79 1.042, H80 1.040
68 O -3.1141 -1.3942 1.3580  C67 1.328, C69 1.410
69 C -2.8391 -1.6192 2.7220  O68 1.410, H81 1.059, H82 1.101, H83 1.117
70 H 0.4779 -0.9822 -3.5560  C61 1.078
71 H 1.4529 0.2838 -2.6400  C61 1.195
72 H 0.8089 0.5898 -4.4420  C61 1.184
73 H -1.5811 -1.0852 -2.8320  C63 0.940
74 H -2.0391 -0.0712 -4.1100  C63 1.086
75 H -4.0231 -0.4902 -2.5960  C64 1.172
76 H -3.1241 1.1918 -2.5700  C64 1.131
77 H -5.1111 -0.6622 -0.5680  C66 1.118
78 H -4.5311 0.9378 -0.3980  C66 1.108
79 H -4.7141 -0.1812 1.6880  C67 1.042
80 H -3.1651 0.4898 1.4640  C67 1.040
81 H -2.3541 -0.7422 3.0630  C69 1.059
82 H -2.3621 -2.5472 3.0740  C69 1.101
83 H -3.7381 -1.6832 3.3820  C69 1.117

Its net charge is 0. The calculation puts the molar mass at 621.552 g mol⁻¹. The HOMO-LUMO gap is 7.3 eV. The LUMO energy comes out at -0.1 eV.

***

Which one is most stable, and which one is least stable? P) is the most stable of them, while Q) is the least stable.

***

P) Here is a single C7H10O2S molecule from the Open Molecules 2025 dataset. Energies are from the ωB97M-V functional and the def2-TZVPD basis.

Each atom is followed by the atoms it is bonded to, with distances in Å.
Geometry (Å):
1 C 2.8960 -0.8399 -1.3377  C2 1.208, H11 1.117
2 C 1.8243 -0.3861 -1.0147  C1 1.208, C5 1.452
3 C 0.0186 1.4137 1.5367  C4 1.471, S10 1.912, H12 1.199, H13 1.082
4 C 0.2952 0.1480 0.8408  C3 1.471, C5 1.536, C6 1.533, H14 1.121
5 C 0.7176 0.4589 -0.6033  C2 1.452, C4 1.536, C7 1.557, O9 1.552
6 C -0.6711 -1.0335 0.6994  C4 1.533, H15 1.063, H16 1.078, H17 1.128
7 C -0.4368 0.6047 -1.6384  C5 1.557, H18 1.120, H19 1.108, H20 1.065
8 O 2.4932 2.5372 1.5156  S10 1.447
9 O 1.3842 1.8574 -0.5165  C5 1.552, S10 1.564
10 S 1.2428 2.6857 0.8027  C3 1.912, O8 1.447, O9 1.564
11 H 3.8105 -1.4430 -1.5542  C1 1.117
12 H -1.0692 1.9143 1.4859  C3 1.199
13 H 0.2180 1.3295 2.5969  C3 1.082
14 H 1.1761 -0.0858 1.4934  C4 1.121
15 H -0.9515 -1.5190 1.6026  C6 1.063
16 H -0.1994 -1.7459 0.0417  C6 1.078
17 H -1.6191 -0.6969 0.1900  C6 1.128
18 H -0.7604 -0.2924 -2.2253  C7 1.120
19 H -0.0575 1.2843 -2.4268  C7 1.108
20 H -1.2537 1.1039 -1.1716  C7 1.065

Its net charge is 0. The calculation puts the molar mass at 158.222 g mol⁻¹. The HOMO-LUMO gap is 9.8 eV. The LUMO energy comes out at 0.7 eV.

***

Q) Here is 2 unconnected molecules or ions with the total composition C7H10O2S from the Open Molecules 2025 dataset. Energies are from the ωB97M-V functional and the def2-TZVPD basis.

Each atom is followed by the atoms it is bonded to, with distances in Å.
Geometry (Å):
1 C -0.1898 1.4624 0.6184  C3 1.508, C4 1.522, H11 1.149, H12 1.087
2 C -0.8235 -0.2865 -0.6846  C3 1.414, C5 1.534, H14 1.061
3 C -0.4651 -0.0196 0.6568  C1 1.508, C2 1.414, C7 1.563, H15 1.066
4 C 0.8506 1.3941 -0.4899  C1 1.522, C5 1.552, C6 1.531, H16 1.034
5 C 0.0513 0.6128 -1.5670  C2 1.534, C4 1.552, O8 1.359, H17 1.116
6 C 1.7693 0.3816 0.1994  C4 1.531, C7 1.412, S10 1.762, H18 1.225
7 C 0.9827 -0.5547 0.9045  C3 1.563, C6 1.412, S10 1.750
8 O -0.7459 1.4812 -2.2431  C5 1.359, H19 1.057
9 O -1.2422 -3.6045 1.6439  H13 0.969, H20 0.986
10 S 2.0534 0.3661 1.9378  C6 1.762, C7 1.750
11 H -1.2012 1.8918 0.2822  C1 1.149
12 H 0.0934 1.9762 1.5332  C1 1.087
13 H -2.0506 -3.7738 1.1381  O9 0.969
14 H -1.3451 -1.1440 -1.0301  C2 1.061
15 H -1.0915 -0.4612 1.3984  C3 1.066
16 H 1.2391 2.2135 -0.9877  C4 1.034
17 H 0.7040 0.1206 -2.3271  C5 1.116
18 H 2.7244 0.0301 -0.4830  C6 1.225
19 H -0.2494 2.2238 -2.8084  O8 1.057
20 H -1.0639 -4.3101 2.3085  O9 0.986

Its net charge is 0. The calculation puts the molar mass at 158.222 g mol⁻¹. The HOMO-LUMO gap (alpha / beta) is 7.5 / 8.2 eV. The LUMO energy (alpha / beta) comes out at -0.4 / 0.1 eV.

***

Which one is most stable, and which one is least stable? P) is the most stable of them, while Q) is the least stable.

***

P) Here is a gas-phase ion, H3NOP (charge -1) from the Open Molecules 2025 dataset. Energies are from the ωB97M-V functional and the def2-TZVPD basis.

Each atom is followed by the atoms it is bonded to, with distances in Å.
Geometry (Å):
1 N 0.6350 0.7729 -0.2512  O2 1.488, P3 1.751, H5 1.054
2 O 1.0129 -0.5304 0.3594  N1 1.488, P3 1.731
3 P -0.5752 -0.4895 -0.3288  N1 1.751, O2 1.731, H4 1.538, H6 1.497
4 H -1.0511 -1.3066 0.8847  P3 1.538
5 H 1.3188 0.9607 -1.0316  N1 1.054
6 H -1.3404 0.5929 0.3676  P3 1.497

Its net charge is -1. The calculation puts the molar mass at 64.004 g mol⁻¹. The HOMO-LUMO gap is 7.7 eV. The LUMO energy comes out at 5.2 eV.

***

Q) Here is a gas-phase ion, H3NOP (charge -1) from the Open Molecules 2025 dataset. Energies are from the ωB97M-V functional and the def2-TZVPD basis.

Each atom is followed by the atoms it is bonded to, with distances in Å.
Geometry (Å):
1 N 0.5166 0.6325 0.3906  O2 1.457, P3 1.680, H4 1.027
2 O 1.3724 0.0898 -0.6568  N1 1.457, P3 1.943
3 P -0.3364 -0.7000 -0.1752  N1 1.680, O2 1.943, H5 1.403, H6 1.528
4 H 0.9818 0.4513 1.2885  N1 1.027
5 H -0.8467 -0.0707 -1.3208  P3 1.403
6 H -1.6877 -0.4029 0.4738  P3 1.528

Its net charge is -1. The calculation puts the molar mass at 64.004 g mol⁻¹. The HOMO-LUMO gap is 7.9 eV. The LUMO energy comes out at 5.3 eV.

***

Which one is most stable, and which one is least stable? Q) is the most stable of them, while P) is the least stable.